C65H66F4N8O4RbSb | ωB97M-V with the def2-TZVPD basis set

Geometry as XYZ:
```
149
Properties=species:S:1:pos:R:3:lowdin_charge:R:1
Rb 0.36511 0.76186 -0.68483 0.769
C 5.63585 0.68299 -0.76637 -0.110
C 4.31667 0.64706 -0.32251 -0.087
N 3.63129 -0.48474 -0.29920 0.146
C 4.24251 -1.57520 -0.74998 -0.214
C 5.56472 -1.53486 -1.17245 -0.090
N 6.27218 -0.40802 -1.17594 0.077
C 3.41549 -2.81355 -0.85940 -0.222
C 3.95905 -4.08517 -0.71728 0.028
C 3.13561 -5.18673 -0.91647 -0.142
C 1.81301 -4.96027 -1.27312 0.050
C 1.34852 -3.65014 -1.38250 -0.168
N 2.14078 -2.60844 -1.15396 0.207
C -0.04088 -3.31420 -1.81925 -0.206
C -1.06177 -4.23842 -1.96118 -0.093
N -2.27398 -3.89380 -2.39970 0.101
C -2.46950 -2.60701 -2.64648 -0.082
C -1.44429 -1.67078 -2.49696 -0.085
N -0.24086 -2.02945 -2.10704 0.119
C 3.66346 -6.57103 -0.76054 -0.156
C 3.09283 -7.65214 -1.42337 -0.016
C 3.62410 -8.91950 -1.24546 -0.150
N 4.66926 -9.18455 -0.46409 0.045
C 5.21121 -8.14817 0.17223 -0.150
C 4.75327 -6.84529 0.05819 -0.016
H 6.18360 1.61726 -0.79105 0.107
H 3.80321 1.54264 0.00247 0.101
H 6.06061 -2.42487 -1.54445 0.108
H 5.00509 -4.20283 -0.46640 0.110
H 1.13672 -5.78380 -1.44963 0.101
H -0.92564 -5.28116 -1.70121 0.103
H -3.45585 -2.29894 -2.96389 0.100
H -1.60298 -0.62086 -2.69392 0.090
H 2.25408 -7.52100 -2.09337 0.108
H 3.18488 -9.76495 -1.76385 0.101
H 6.05638 -8.36765 0.81585 0.101
H 5.23230 -6.06404 0.63349 0.108
C 2.40331 -0.99952 -4.16578 -0.118
N 2.65331 0.36262 -3.75990 -0.257
C 3.95196 0.81424 -4.19684 -0.115
C 1.56983 1.23899 -4.19031 -0.217
C 1.73134 2.69506 -3.76984 -0.270
N 1.83333 2.76086 -2.33740 -0.011
C 1.82973 3.92353 -1.72352 -0.239
C 1.85137 3.94702 -0.28937 -0.164
F 1.92186 2.74116 0.35735 -0.072
C 1.80411 5.07779 0.47557 -0.236
F 1.83336 4.94774 1.82555 0.056
C 1.74309 6.34979 -0.08061 0.014
C 1.75021 6.38016 -1.46402 -0.247
F 1.70379 7.58823 -2.09183 0.041
C 1.80961 5.25505 -2.25224 -0.149
F 1.85082 5.44522 -3.60596 0.033
H 2.32422 -1.10706 -5.26691 0.082
H 1.47764 -1.35461 -3.71182 0.058
H 3.21742 -1.64380 -3.82329 0.071
H 4.20007 1.76655 -3.72989 0.074
H 4.01426 0.93992 -5.29660 0.084
H 4.70783 0.08383 -3.89799 0.069
H 0.64178 0.85658 -3.75299 0.101
H 1.45492 1.20180 -5.29382 0.117
H 0.85966 3.23252 -4.17140 0.118
H 2.60375 3.12338 -4.28780 0.099
H 1.66503 7.24119 0.51890 0.110
C -3.34945 1.13645 -3.52407 0.011
C -4.31512 0.70735 -2.43379 -0.587
C -5.56200 0.02280 -2.98108 0.007
O -3.65231 -0.15984 -1.52731 -0.038
C -3.91660 0.32119 -0.20903 -0.150
C -4.06526 1.84173 -0.42017 -0.132
O -4.74425 1.82995 -1.68933 -0.022
C -2.78310 2.73964 -0.45642 -0.481
O -1.77088 2.12847 -1.07340 -0.346
C -3.11792 4.10094 -1.12581 -0.107
C -4.36932 4.70736 -1.17676 -0.046
C -4.53725 5.95443 -1.76792 -0.111
C -3.44935 6.62563 -2.31054 -0.128
C -2.19452 6.02840 -2.26499 -0.083
C -2.04007 4.77704 -1.68963 -0.002
C -2.49905 3.13520 1.04021 -0.094
C -3.44581 3.72925 1.87315 -0.033
C -3.14083 4.08863 3.18000 -0.098
C -1.86312 3.88133 3.68173 -0.119
C -0.90608 3.30084 2.86097 -0.084
C -1.23429 2.92656 1.56768 -0.035
C -2.92029 -0.27864 0.83219 -0.483
O -1.66625 0.09913 0.64474 -0.370
C -3.07662 -1.83630 0.86827 -0.098
C -4.28013 -2.53616 0.80216 -0.030
C -4.32039 -3.91196 0.97654 -0.102
C -3.15662 -4.61943 1.25543 -0.125
C -1.95411 -3.93130 1.32715 -0.104
C -1.91595 -2.55999 1.11076 -0.034
C -3.46802 0.16441 2.23682 -0.094
C -2.51040 0.38892 3.21635 -0.029
C -2.86255 0.73748 4.50927 -0.090
C -4.19987 0.88796 4.85413 -0.120
C -5.16970 0.68701 3.88343 -0.104
C -4.80646 0.32681 2.59058 -0.043
H -3.06369 0.28415 -4.14719 0.076
H -2.48043 1.57680 -3.02660 0.077
H -3.82900 1.88421 -4.15811 0.091
H -5.28982 -0.87034 -3.54673 0.070
H -6.10478 0.70372 -3.63855 0.082
H -6.21092 -0.26314 -2.15270 0.083
H -4.93231 -0.02010 0.04238 0.117
H -4.79623 2.22466 0.29623 0.134
H -5.23650 4.19798 -0.77414 0.103
H -5.52465 6.40150 -1.80677 0.084
H -3.57850 7.60012 -2.76778 0.081
H -1.33121 6.53612 -2.67993 0.093
H -1.07760 4.27843 -1.66636 0.109
H -4.44191 3.93692 1.49934 0.101
H -3.90406 4.53662 3.80671 0.090
H -1.62093 4.16174 4.70019 0.088
H 0.10015 3.13360 3.23031 0.094
H -0.52562 2.43398 0.93315 0.035
H -5.20791 -2.00350 0.63034 0.104
H -5.26798 -4.43437 0.90901 0.088
H -3.19018 -5.69178 1.40754 0.084
H -1.03459 -4.46650 1.54532 0.093
H -0.99396 -1.98823 1.14525 0.070
H -1.47899 0.31599 2.89895 0.090
H -2.08939 0.91796 5.24788 0.094
H -4.48081 1.17709 5.86012 0.085
H -6.21790 0.82048 4.12658 0.087
H -5.59335 0.18296 1.86103 0.099
C 4.42255 -2.01619 3.55082 -0.192
C 3.14848 -2.39886 2.80734 -0.437
Sb 1.67669 -0.82940 2.43457 1.437
C 0.58881 -1.07036 4.30132 -0.442
C 1.29286 -1.69912 5.49694 -0.193
C 2.86793 0.89969 3.00441 -0.429
C 3.00515 1.24396 4.48209 -0.186
H 5.12521 -2.85427 3.60773 0.057
H 4.20975 -1.69940 4.57243 0.046
H 4.94195 -1.19280 3.05779 0.054
H 2.61186 -3.18864 3.33779 0.032
H 3.39890 -2.80971 1.82474 0.006
H -0.29658 -1.64879 4.03076 0.037
H 0.21894 -0.07348 4.55070 0.029
H 1.65814 -2.70313 5.27431 0.049
H 0.60933 -1.79000 6.34686 0.062
H 2.14616 -1.10795 5.82851 0.042
H 2.40045 1.72946 2.47215 0.020
H 3.85079 0.76382 2.54574 0.027
H 2.03186 1.34006 4.96498 0.056
H 3.52247 2.19943 4.60957 0.065
H 3.57163 0.48882 5.02798 0.042
```

Calculated values
**Frontier orbital gap**: 4.43 eV
**ΔE to the lowest compared entry with this formula, charge and spin**: 0.638 eV
**Multiplicity**: 1
**LUMO**: 2.8007 eV
**Charge**: -2
**Highest occupied orbital energy**: -1.62 eV